1.
Computed, not measured: a 7-piece molecular cluster, C2H16O6 overall in a non-equilibrium geometry, with ωB97M-V/def2-TZVPD.

Output
E: -536.78487 a.u.
Net charge: +1
HOMO-LUMO gap (spin up / spin down): 7.74 / 3.22 eV
Multiplicity: 2
Strongest force on any atom: 7.44 eV Å⁻¹
LUMO (spin up / spin down): -5.707 / -10.225 eV
Relative energy (zero: lowest compared OMol25 entry of this formula, charge and spin): 2.103 eV

Atoms and positions in Å:
C -0.15 1.13 3.23
C -0.04 0.27 4.23
H 0.36 1.03 2.30
H -0.69 2.15 3.27
H 0.48 -0.75 4.16
H -0.52 0.43 5.32
H 0.52 -2.17 -1.70
H -0.33 -1.08 -2.64
O 0.50 -1.28 -2.14
H -1.14 -3.07 1.89
H -1.76 -2.26 0.66
O -0.96 -2.67 1.11
H 1.49 1.15 -1.30
H 1.49 -0.23 -0.59
O 1.30 0.70 -0.46
H -1.83 0.47 -2.87
H -1.90 0.20 -1.53
O -1.99 -0.31 -2.49
H 3.38 0.60 -2.69
H 2.03 0.13 -3.24
O 2.49 0.90 -3.07
H -1.11 2.28 -0.64
H -0.33 1.05 -0.42
O -1.28 1.34 -0.38


2.
Computed, not measured: C2H17FO7Pb as an isolated structure in a non-equilibrium geometry, with ωB97M-V/def2-TZVPD.

Output
E: -905.45293 a.u.
Net charge: 0
HOMO-LUMO gap: 3.26 eV
Multiplicity: 1
Strongest force on any atom: 1.48 eV Å⁻¹
LUMO: -3.109 eV
Relative energy (zero: lowest compared OMol25 entry of this formula, charge and spin): 8.666 eV

Atoms and positions in Å:
Pb 0.76 0.72 0.67
F -0.36 3.24 -2.23
C -2.81 -2.95 -4.28
C -2.73 -2.47 -2.78
O -1.52 -1.95 -2.35
H -3.66 -3.63 -4.38
H -1.85 -3.42 -4.53
H -3.00 -2.14 -4.99
H -2.90 -3.38 -2.20
H -3.54 -1.80 -2.51
O -0.46 -2.04 3.15
H -1.42 -2.06 3.14
H -0.23 -2.29 4.05
O 0.05 2.90 4.36
H -0.08 3.85 4.33
H -0.28 2.64 5.22
O 3.63 0.02 -2.14
H 3.79 -0.84 -2.53
H 4.05 0.64 -2.75
O -2.96 1.19 1.06
H -3.20 0.76 0.24
H -3.70 1.78 1.24
O 3.01 3.93 0.87
H 3.83 3.98 1.35
H 2.92 4.79 0.46
O 3.86 -0.52 2.36
H 4.70 -0.54 1.89
H 4.10 -0.41 3.28


3.
Computed, not measured: C2H18BeFO9 as an isolated structure in a non-equilibrium geometry, with ωB97M-V/def2-TZVPD.

Output
E: -878.88510 a.u.
Net charge: -1
HOMO-LUMO gap: 3.51 eV
Multiplicity: 1
Strongest force on any atom: 3.22 eV Å⁻¹
LUMO: 1.484 eV

Atoms and positions in Å:
Be -13.52 -3.58 1.35
F -12.23 -2.89 1.84
O -11.43 -2.91 -2.61
C -12.69 -2.76 -2.07
C -13.02 -3.73 -0.97
O -13.99 -3.21 -0.10
H -13.50 -2.78 -2.83
H -12.69 -1.70 -1.82
H -12.12 -3.74 -0.38
H -13.31 -4.71 -1.26
O -16.00 -5.07 0.67
H -16.39 -5.54 -0.05
H -16.77 -4.57 0.99
O -11.58 -5.25 3.51
H -10.86 -5.29 4.16
H -11.52 -4.45 3.03
O -11.22 -1.21 0.11
H -11.81 -1.58 0.79
H -11.44 -1.59 -0.73
O -13.34 -5.31 1.36
H -12.49 -5.81 1.12
H -14.07 -5.73 0.87
O -14.73 -3.26 2.53
H -15.37 -2.61 2.23
H -15.31 -3.84 3.08
O -15.08 -0.91 -0.64
H -14.58 -0.40 0.02
H -14.71 -1.79 -0.59
O -9.83 -3.70 1.70
H -10.64 -3.22 1.87
H -9.83 -4.15 0.82


Number 2 is which compound?
C2H17FO7Pb